Entry from the Open Molecules 2025 dataset: a single C12H15N5 molecule (ωB97M-V/def2-TZVPD).

ORCA input file:
```
! wB97M-V def2-TZVPD RIJCOSX def2/J DEFGRID3
* xyz 0 1
N 4.767 -1.644 -3.985
C 3.876 -1.580 -3.266
N 2.919 0.835 -1.675
N 1.148 1.396 -0.094
C 2.815 -1.585 -2.386
C 2.051 -2.675 -2.035
C 2.173 1.764 -0.889
C 2.469 -0.466 -1.659
C 0.807 0.134 -0.046
C 1.404 -0.838 -0.861
N 1.199 -2.244 -1.050
N -0.242 0.147 0.854
C 2.645 3.228 -0.994
C -3.579 -0.916 2.893
C -1.589 -0.153 0.484
C -3.830 0.061 1.689
C -2.490 0.715 1.420
H 2.314 -3.645 -2.211
H 0.716 -2.862 -0.414
H -0.199 0.915 1.523
H 2.050 3.968 -0.441
H 2.719 3.528 -2.081
H 3.631 3.295 -0.636
H -2.886 -1.785 2.730
H -3.199 -0.318 3.678
H -4.545 -1.444 3.204
H -1.750 0.313 -0.461
H -1.943 -1.212 0.659
H -4.504 0.820 1.973
H -4.226 -0.366 0.744
H -2.738 1.609 0.978
H -1.981 1.007 2.355
*
```

Output
**Total energy**: -20135.933 eV
**LUMO level**: 0.12 eV
**Gap between HOMO and LUMO**: 8.67 eV
**HOMO level**: -8.554 eV
**SMILES string**: CCCCNc1nc(C)nc2c(C#N)c[nH]c12
**ΔE to the lowest compared entry with this formula, charge and spin**: 164.1 kJ/mol



Entry from the Open Molecules 2025 dataset: 2 unconnected molecules or ions with the total composition C2H7NS2 (ωB97M-V/def2-TZVPD).

ORCA input file:
```
! wB97M-V def2-TZVPD RIJCOSX def2/J DEFGRID3
* xyz 0 1
C 2.176 0.027 0.547
C 0.703 0.221 -1.402
N 1.275 0.704 -0.339
S -3.894 0.516 0.088
S 0.969 2.235 0.112
H 2.108 -0.980 0.145
H 3.106 0.549 0.451
H 1.759 -0.055 1.497
H 0.342 0.857 -2.064
H 0.684 -0.919 -1.669
H -2.589 0.423 0.199
H -3.835 1.023 -1.093
*
```

Output
**Total energy**: -25345.474 eV
**LUMO level**: -0.15 eV
**Gap between HOMO and LUMO**: 7.87 eV
**HOMO level**: -8.016 eV
**SMILES string**: C=[N+](C)[S-].S
**ΔE to the lowest compared entry with this formula, charge and spin**: 248.3 kJ/mol